Record 1
{"formula": "C18H25IN5O2Pd", "method": "ωB97M-V/def2-TZVPD", "homo_lumo_gap_ev": 5.44, "energy_ev": -42169.657, "homo_energy_ev": -17.28, "total_charge": 3, "de_lowest_kcal_mol": 0.00, "elements": ["I", "Pd", "O", "O", "N", "N", "N", "N", "N", "C", "C", "C", "C", "C", "C", "C", "C", "C", "C", "C", "C", "C", "C", "C", "C", "C", "C", "H", "H", "H", "H", "H", "H", "H", "H", "H", "H", "H", "H", "H", "H", "H", "H", "H", "H", "H", "H", "H", "H", "H", "H", "H"], "positions_angstrom": [[-0.2582, -2.2412, -2.1227], [1.7810, -1.5132, -0.5986], [0.3983, 1.6195, -1.0738], [-4.0233, 2.7404, 1.4832], [3.2995, -0.7686, 0.5352], [0.7514, -1.6036, 1.1640], [3.1937, -1.9692, -2.0017], [-1.7087, -0.0713, -0.3469], [-0.8662, 4.8845, -1.2855], [1.4604, 4.2565, -1.3427], [-2.1231, 4.6210, -0.9743], [-3.7948, -2.7892, 1.1530], [-0.4086, 2.5011, -0.9568], [3.0409, -1.1475, 1.9742], [-3.2822, -3.8914, 0.4833], [-3.2994, -1.5180, 0.9022], [1.8456, -2.0892, 2.0738], [-2.2498, -3.7292, -0.4359], [-1.8043, 2.3327, -0.4204], [-2.3658, 0.9992, -0.1323], [-2.5899, 3.4419, -0.3016], [4.5935, -1.1253, -0.1540], [-1.7562, -2.4577, -0.6664], [4.3920, -2.2665, -1.1324], [-2.2802, -1.3208, -0.0313], [-4.0065, 3.4262, 0.2491], [0.0289, 3.9523, -1.2524], [-3.3833, 1.0040, 0.2499], [1.8745, 4.2827, -0.3251], [1.5053, -2.1706, 3.1067], [0.3065, -0.7458, 1.4827], [-3.7011, -0.6811, 1.4598], [-4.3779, 4.4474, 0.3384], [3.4186, -1.3396, -2.7698], [5.2921, -2.4058, -1.7323], [2.8148, -0.2205, 2.5028], [-4.3516, 3.3145, 2.1839], [3.9279, -1.5739, 2.4402], [-1.8502, -4.5849, -0.9631], [2.1066, -3.0877, 1.7235], [-2.8597, 5.3497, -1.3094], [1.9876, 3.4682, -1.8796], [4.1795, -3.2061, -0.6230], [3.2527, 0.2444, 0.5105], [2.9131, -2.8430, -2.4444], [4.8872, -0.2344, -0.7112], [0.0119, -2.3029, 1.1146], [-4.5870, -2.9180, 1.8780], [1.6141, 5.2344, -1.7909], [-4.6609, 2.9130, -0.4638], [-3.6775, -4.8801, 0.6731], [5.3889, -1.3375, 0.5599]], "nbo_charge": [0.4368, 0.7101, -0.4011, -0.7212, -0.5814, -0.7687, -0.7752, -0.3962, -0.3866, -0.7023, 0.3089, -0.1600, 0.4754, -0.2489, -0.1487, -0.2128, -0.2497, -0.2215, -0.0189, 0.0801, -0.0343, -0.2467, -0.2152, -0.2505, 0.1153, -0.1130, 0.4175, 0.2187, 0.2873, 0.2510, 0.4131, 0.2396, 0.2220, 0.4212, 0.2567, 0.2259, 0.5131, 0.2550, 0.2555, 0.2251, 0.2538, 0.2690, 0.2257, 0.4158, 0.4200, 0.2269, 0.4254, 0.2586, 0.2940, 0.2189, 0.2618, 0.2548]}

***

Record 2
{"formula": "C2H3Cl", "method": "ωB97M-V/def2-TZVPD", "homo_lumo_gap_ev": 10.20, "smiles": "C=CCl", "energy_ev": -14643.467, "homo_energy_ev": -9.16, "total_charge": 0, "de_lowest_kcal_mol": 19.47, "elements": ["Cl", "C", "C", "H", "H", "H"], "positions_angstrom": [[-2.0567, 0.0628, -0.0054], [-0.5164, -0.4336, 0.0548], [0.6292, 0.4394, -0.0152], [-0.3538, -1.5991, -0.0450], [0.6259, 1.4677, 0.1669], [1.6719, 0.0627, -0.1561]], "nbo_charge": [0.0793, -0.2945, -0.4075, 0.2203, 0.1961, 0.2063]}

***

Record 3
{"formula": "C32H30BF7O2S", "method": "ωB97M-V/def2-TZVPD", "homo_lumo_gap_ev": 7.43, "smiles": "CC1(C)OB([C@H](c2ccccc2)c2ccc(F)cc2)OC1(C)C.Cc1ccc(-c2cc(C(F)(F)F)cc(C(F)(F)F)c2)s1", "energy_ev": -68301.998, "homo_energy_ev": -7.78, "total_charge": 0, "de_lowest_kcal_mol": 43.37, "elements": ["S", "F", "F", "F", "F", "F", "F", "F", "O", "O", "C", "C", "C", "C", "C", "C", "C", "C", "C", "C", "C", "C", "C", "C", "C", "C", "C", "C", "C", "C", "C", "C", "C", "C", "C", "C", "C", "C", "C", "C", "C", "C", "B", "H", "H", "H", "H", "H", "H", "H", "H", "H", "H", "H", "H", "H", "H", "H", "H", "H", "H", "H", "H", "H", "H", "H", "H", "H", "H", "H", "H", "H", "H"], "positions_angstrom": [[-0.9494, -3.5453, -1.7767], [-2.4498, 2.0158, 1.4759], [-3.0563, -4.3376, 3.3374], [-0.9897, 1.6974, 3.1216], [-1.5448, -3.4790, 4.6862], [-3.1316, 1.2547, 3.4360], [3.0195, 5.1899, 1.4290], [-0.9125, -4.7558, 2.9990], [4.1578, -1.9631, -1.2413], [3.5540, 0.2503, -1.7545], [2.2074, -2.6537, 1.4464], [-1.3612, -0.3757, 0.7696], [4.8390, 0.3258, -3.7120], [-1.8124, -3.7796, 3.3740], [-1.1787, -2.7428, 1.2028], [2.7498, 1.1221, 0.6955], [2.6877, -2.7709, -3.0003], [1.1622, -1.4270, 3.7377], [4.1153, 3.1312, 0.9996], [3.6873, -0.3976, -3.0333], [1.4246, -0.6837, 2.6002], [2.0364, -1.2523, 1.4649], [2.4375, -0.0800, -3.8420], [1.9225, -3.4019, 2.5861], [1.4127, -2.7916, 3.7350], [-1.4895, -3.0060, -3.3332], [5.1554, -2.5927, -3.2794], [-2.0978, -1.3035, 2.8939], [-1.9386, -3.9339, -4.3960], [3.9234, -1.9309, -2.6813], [1.6764, 3.2795, 1.0080], [-1.6932, -2.5682, 2.4755], [-2.1277, 1.1789, 2.5193], [-1.5591, -1.6236, -3.3769], [1.5900, 1.8937, 0.8020], [-1.8662, -0.2255, 2.0504], [-1.1961, -0.9944, -2.1549], [2.8120, -0.3858, 0.5280], [2.9341, 3.8571, 1.1315], [-1.0449, -1.9159, -1.1209], [-1.1139, -1.6774, 0.2828], [3.9978, 1.7676, 0.7500], [3.8111, -0.7145, -0.8018], [5.7760, 0.1787, -3.1659], [1.5330, -0.4769, -3.3721], [-2.6922, -4.6300, -4.0127], [4.9187, 1.2025, 0.6061], [2.6082, -3.1269, 0.5420], [2.3391, 1.0115, -3.8964], [-1.1007, 0.0809, -2.0198], [5.1238, -2.6193, -4.3720], [5.0869, 3.6069, 1.0726], [-2.5440, -1.1497, 3.8610], [4.6012, 1.3959, -3.7066], [-1.0995, -4.5134, -4.7993], [-2.4008, -3.3658, -5.2061], [0.6134, 1.4235, 0.6924], [3.8755, -0.6092, 0.9024], [1.1944, 0.3842, 2.6066], [1.2284, -3.3670, 4.6418], [-1.8737, -1.1027, -4.2677], [-1.2834, 0.4946, 0.1221], [4.9559, -0.0015, -4.7486], [2.4711, -2.7775, -4.0847], [5.2074, -3.6241, -2.9148], [6.0719, -2.0821, -2.9618], [2.8563, -3.8065, -2.6844], [1.7997, -2.4051, -2.4738], [2.5139, -0.4681, -4.8700], [2.0928, -4.4804, 2.5855], [-0.8171, -3.7338, 0.9423], [0.7438, -0.9241, 4.6198], [0.7797, 3.8847, 1.0808]], "mulliken_charge": [-0.1474, -0.2846, -0.2770, -0.2426, -0.2558, -0.2927, -0.3555, -0.2477, -0.6615, -0.3445, -0.0142, -0.6106, -2.1237, 0.7303, -1.0403, 0.4507, -1.7039, -1.0390, -0.8486, 1.5502, -0.1349, 0.6201, -1.5857, -0.7501, -0.4392, 0.8686, -2.0196, -0.9375, -1.2722, 1.9245, -0.8261, -0.0524, 0.6567, -1.0586, 0.1240, -0.2185, -0.3360, -0.4996, 0.1813, 0.2798, 1.1086, -0.5648, 1.1918, 0.3927, 0.0800, 0.3035, 0.2909, 0.3037, 0.4857, 0.4645, 0.3627, 0.4566, 0.5806, 0.4894, 0.2852, 0.3863, 0.6772, 0.0562, 0.2226, 0.3853, 0.3727, 0.6677, 0.3754, 0.3938, 0.4568, 0.3783, 0.4954, -0.0568, 0.3564, 0.4201, 0.4709, 0.4433, 0.5008]}